C24H13ClN3O7PdS | ωB97M-V/def2-TZVPD

CARTESIAN COORDINATES (ANGSTROEM)
C: -2.758 -3.082 1.106
O: 1.228 -1.198 1.061
C: -0.636 -2.216 -5.888
H: -2.247 6.350 2.077
C: -3.303 3.146 2.323
O: 1.569 -3.094 -5.333
H: 2.686 -1.560 3.025
S: -0.807 2.635 -0.778
O: -2.506 -0.661 -5.695
H: -0.850 5.312 0.299
C: 4.740 -0.993 3.348
C: 4.553 0.221 0.858
N: -2.638 1.200 1.064
O: -1.177 -0.004 -3.070
C: -2.326 5.291 1.870
C: -3.213 4.504 2.585
H: -3.990 2.520 2.884
C: 5.827 -0.332 2.801
C: -1.269 -2.958 -0.738
N: -1.226 -1.644 -0.667
Cl: 7.323 -0.270 3.689
H: -3.357 -3.647 1.808
O: -0.939 -2.870 -6.858
H: -3.840 4.943 3.350
N: -0.768 1.009 -0.304
H: -2.033 -4.811 0.041
C: -1.541 4.714 0.880
O: 1.271 -1.283 -2.943
C: -1.476 -1.132 -5.248
C: 0.633 -2.360 -5.074
C: -0.779 -0.783 -4.007
C: 0.473 -1.454 -3.937
H: -3.325 0.701 1.600
C: -1.911 -0.992 0.287
H: -3.261 -1.196 1.963
H: 6.606 0.786 1.144
H: 4.460 0.684 -0.114
C: -2.709 -1.708 1.185
O: 2.106 0.247 -0.422
C: 3.449 -0.434 1.390
H: 4.821 -1.462 4.320
Pd: 0.329 -0.097 -1.553
C: -2.523 2.563 1.331
H: -0.689 -3.409 -1.535
C: -1.757 0.456 0.322
C: 3.553 -1.044 2.634
C: -1.647 3.363 0.598
C: 2.146 -0.486 0.629
C: 5.748 0.276 1.559
C: -2.022 -3.735 0.129

Computed properties:
HOMO-LUMO gap (spin up / spin down) (eV): 5.3192 / 5.2696
Charge: -1
DFT total energy (Ha): -2599.65164
Relative energy (zero: lowest compared OMol25 entry of this formula, charge and spin) (kcal/mol): 17.5
Largest force on an atom (eV/Å): 2.3
E_HOMO (spin up / spin down) (eV): -4.2 / -4.1
Spin multiplicity: 3

C24H14AsCl5PbS | ωB97M-V/def2-TZVPD

CARTESIAN COORDINATES (ANGSTROEM)
C: 11.117 7.946 12.677
C: 12.822 7.852 10.526
H: 6.488 10.360 8.398
C: 13.360 8.036 11.776
H: 14.435 8.118 11.901
S: 8.576 5.175 8.724
H: 12.878 8.279 13.892
C: 11.372 9.267 7.583
C: 8.857 7.923 8.598
H: 10.463 8.022 13.540
Cl: 10.548 4.345 13.332
C: 11.593 4.521 12.003
C: 8.014 6.835 8.872
C: 12.969 4.544 12.117
C: 10.580 7.827 11.405
H: 12.388 12.449 5.710
C: 6.047 8.285 8.821
Cl: 9.248 4.667 10.719
C: 11.076 4.642 10.727
C: 11.247 9.316 6.183
Pb: 11.304 4.929 7.319
H: 4.974 8.392 8.886
H: 9.513 7.809 11.271
Cl: 13.629 4.483 13.658
As: 10.809 7.689 8.514
C: 11.587 10.461 5.501
Cl: 15.477 4.854 11.147
C: 12.500 8.086 12.885
H: 11.950 10.309 9.388
C: 11.444 7.844 10.317
H: 12.574 12.397 8.121
H: 8.917 9.980 8.148
C: 8.261 9.156 8.403
C: 6.888 9.353 8.529
H: 13.470 7.738 9.679
C: 12.089 11.557 6.229
C: 13.784 4.654 10.977
C: 6.620 7.021 8.982
C: 11.783 4.675 9.565
C: 11.789 10.367 8.321
H: 10.863 8.501 5.581
C: 12.178 11.521 7.623
Cl: 14.081 4.990 8.269
H: 5.963 6.185 9.134
H: 11.507 10.533 4.414
C: 13.160 4.726 9.751

Computed properties:
HOMO-LUMO gap (eV): 6.1555
Charge: +2
DFT total energy (Ha): -6050.08395
Largest force on an atom (eV/Å): 1.2
E_HOMO (eV): -14.5
Spin multiplicity: 1

C24H14Cl7N3O2Y | ωB97M-V/def2-TZVPD

CARTESIAN COORDINATES (ANGSTROEM)
Cl: 1.507 1.456 6.685
N: 0.409 -2.189 0.262
C: 2.078 -0.712 -3.315
H: -1.074 -4.486 -0.203
C: 1.237 0.372 -2.850
H: 3.763 5.930 -2.248
C: 1.187 0.562 2.809
C: -2.481 -4.018 1.340
C: 1.723 0.953 4.033
C: -3.793 -3.673 1.636
C: 0.398 0.367 -1.807
C: 1.041 3.323 -1.751
C: 2.988 5.187 -2.108
H: -4.083 -3.482 2.662
C: 0.890 0.964 5.149
C: 1.297 -2.205 -0.501
C: -0.134 0.200 2.622
C: -0.918 0.206 3.769
H: -5.741 -3.258 0.841
H: 4.007 4.222 -0.477
C: -0.443 0.576 5.021
C: 1.864 5.207 -2.920
C: -3.026 -4.093 -1.004
N: -2.975 -0.866 -0.827
H: -1.746 -4.097 2.131
Y: -0.912 -0.310 0.238
C: -4.338 -3.748 -0.704
Cl: -2.580 -0.316 3.605
Cl: -1.475 0.572 6.409
H: -0.048 4.232 -3.331
O: -3.173 -0.629 0.374
C: -2.104 -4.239 0.022
O: -0.307 1.959 -0.040
H: 1.348 1.288 -3.432
H: -5.051 -3.605 -1.506
H: -2.726 -4.219 -2.036
C: 2.143 3.271 -0.923
C: 2.345 -2.343 -1.360
Cl: 2.249 0.503 1.412
H: 1.760 5.961 -3.689
C: -4.723 -3.546 0.612
H: 2.217 2.514 -0.156
C: 0.863 4.257 -2.744
H: 3.293 -2.371 -3.212
C: 2.555 -1.798 -2.655
H: 2.470 -0.574 -4.317
Cl: 3.548 -3.511 -0.786
Cl: -0.311 2.097 -1.577
Cl: 3.376 1.427 4.180
C: 3.130 4.226 -1.110
N: -1.525 2.455 -2.224

Computed properties:
HOMO-LUMO gap (spin up / spin down) (eV): 6.8343 / 6.8408
Charge: -1
DFT total energy (Ha): -4497.08555
Relative energy (zero: lowest compared OMol25 entry of this formula, charge and spin) (kcal/mol): 234.2
Largest force on an atom (eV/Å): 0.6
E_HOMO (spin up / spin down) (eV): -4.4 / -4.4
Spin multiplicity: 1

C24H15AsF5S5SbTc | ωB97M-V/def2-TZVPD

CARTESIAN COORDINATES (ANGSTROEM)
C: 1.915 2.386 3.503
H: -3.498 -2.275 2.884
C: -1.161 2.933 -0.237
C: -0.859 -0.248 0.962
C: -1.568 -5.450 -0.023
C: -1.402 -1.855 2.658
H: -2.355 4.705 -0.255
C: -2.416 -3.415 -1.106
F: -0.895 -1.756 -1.721
F: -1.807 -6.639 0.468
H: 0.597 -1.202 2.247
C: -0.194 3.802 -2.710
C: 2.867 2.037 0.919
C: -0.447 -1.121 1.971
C: 1.148 1.678 2.582
C: 0.256 2.598 -2.180
C: -2.626 -4.683 -0.525
F: -3.830 -5.149 -0.466
H: -1.101 -2.520 3.459
S: 1.463 -2.966 -0.381
H: 0.189 1.281 2.880
F: -3.430 -2.745 -1.602
C: -1.151 -2.934 -1.135
S: 1.193 -0.597 -3.486
S: 4.147 1.520 -4.710
Sb: 3.535 -0.507 -5.028
S: 3.533 -0.380 -1.131
H: 0.187 4.149 -3.662
C: -2.201 -0.121 0.614
C: -1.123 4.562 -2.011
F: 0.690 -5.620 0.465
C: 3.625 2.743 1.840
S: 3.541 -2.541 -5.665
H: 3.227 1.964 -0.101
H: 0.983 2.018 -2.729
H: 4.571 3.180 1.547
H: -4.201 -0.718 1.094
C: -0.236 2.179 -0.952
Tc: 1.652 -1.025 -1.464
C: -0.062 -3.638 -0.572
C: 1.646 1.492 1.298
As: 0.482 0.686 -0.003
C: -3.151 -0.842 1.327
C: 3.144 2.916 3.135
H: -1.453 5.511 -2.413
C: -0.301 -4.936 -0.039
C: -2.753 -1.713 2.334
C: -1.615 4.122 -0.787
H: 1.551 2.510 4.514
H: -2.508 0.535 -0.190
H: 3.727 3.479 3.853
H: -1.526 2.611 0.728

Computed properties:
HOMO-LUMO gap (spin up / spin down) (eV): 4.4200 / 4.4185
Charge: +3
DFT total energy (Ha): -5969.49516
Largest force on an atom (eV/Å): 1.5
E_HOMO (spin up / spin down) (eV): -17.2 / -17.2
Spin multiplicity: 1

C24H15F5IrN6OSbSe5Te | ωB97M-V/def2-TZVPD

CARTESIAN COORDINATES (ANGSTROEM)
F: -1.742 3.424 -3.403
H: 5.122 -1.828 0.270
C: 0.631 -2.254 -0.815
C: 0.507 2.913 0.271
H: -0.773 -3.360 3.703
C: -1.663 -3.599 -1.429
Se: -3.486 2.611 -5.642
N: 1.786 -0.160 -0.668
C: -2.564 -1.008 1.209
C: 2.180 3.957 2.328
O: -0.212 2.496 -0.718
N: 1.937 -5.627 -0.237
C: 2.871 0.580 -0.489
Te: -2.567 4.880 -1.159
F: -1.807 4.953 0.670
C: 1.849 -4.333 -0.363
C: 3.055 -2.127 -0.201
C: -1.591 -2.210 -1.448
Se: -3.713 1.960 -1.326
H: -4.228 -2.338 1.382
C: 0.621 -3.643 -0.754
Se: -0.294 0.649 -3.460
F: -1.996 6.685 -1.289
C: 1.864 -1.491 -0.543
H: 2.817 4.361 3.102
C: 4.191 -1.346 0.002
C: -3.216 -2.128 1.705
N: -0.018 1.107 1.913
C: 4.100 0.021 -0.151
H: 4.959 0.662 -0.009
Ir: -0.385 0.486 -0.997
H: 1.567 2.239 3.450
N: -0.589 0.391 1.065
H: 0.996 4.712 -0.779
Se: -2.975 -0.707 -4.312
C: 3.058 -3.583 -0.084
H: -2.441 -1.601 -1.730
C: 0.683 2.233 1.510
C: 1.503 2.786 2.516
H: 2.476 5.609 0.965
H: -3.036 -0.345 0.493
H: -2.595 -4.076 -1.694
H: -3.084 -3.857 2.972
C: 1.983 4.656 1.119
C: -1.278 -2.699 3.009
H: 0.387 -1.333 2.844
Sb: -2.636 1.657 -3.493
C: 1.163 4.168 0.142
F: -4.120 5.334 -0.217
N: -0.476 -1.551 -1.141
N: 4.103 -4.280 0.261
Se: 3.611 -5.994 0.253
C: -0.622 -1.574 2.532
H: 2.745 1.649 -0.611
C: -2.575 -2.977 2.598
H: -0.567 -5.407 -1.019
C: -0.554 -4.327 -1.066
F: -3.688 5.322 -2.676
C: -1.273 -0.739 1.637

Computed properties:
HOMO-LUMO gap (spin up / spin down) (eV): 3.5046 / 3.1202
Charge: -1
DFT total energy (Ha): -14446.59338
Relative energy (zero: lowest compared OMol25 entry of this formula, charge and spin) (kcal/mol): 48.5
Largest force on an atom (eV/Å): 3.3
E_HOMO (spin up / spin down) (eV): -3.6 / -3.2
Spin multiplicity: 2

C24H16BrClN5O6SW | ωB97M-V/def2-TZVPD

CARTESIAN COORDINATES (ANGSTROEM)
H: 1.736 4.763 -0.837
O: -0.932 4.116 0.138
C: -2.475 -5.102 -0.296
C: -2.220 -2.029 1.510
C: -2.492 -0.977 2.456
N: -1.058 -0.040 -1.698
C: -2.269 1.182 2.922
H: 3.992 3.894 -1.475
H: -3.160 -5.812 0.150
C: -1.348 -2.939 -0.298
O: 1.209 -0.868 -0.146
H: -1.970 2.212 2.781
H: -2.976 0.195 -0.934
C: -2.238 0.042 -4.226
C: 3.426 1.833 -1.275
C: -0.316 -0.126 -2.821
S: -3.206 0.660 4.231
C: 2.426 -0.489 -0.706
H: 1.712 -0.185 4.309
C: 3.187 3.206 -1.248
N: -2.746 -3.238 1.410
O: 0.644 0.844 1.883
N: -1.366 -1.781 0.498
H: -3.409 -3.647 2.055
H: 0.099 -2.576 -1.859
C: -0.636 -3.253 -1.452
C: -3.013 0.147 -3.066
C: -3.194 -0.934 3.619
N: -1.964 0.234 2.068
O: 3.291 -1.239 -0.952
C: 2.019 -0.507 3.314
H: 3.026 -0.909 3.348
H: -0.212 -0.157 -4.948
C: 1.931 0.640 2.323
O: -1.075 1.868 0.164
N: 1.181 1.481 -0.626
C: -0.443 3.067 -0.063
H: -1.964 -6.337 -1.954
H: 4.397 1.428 -1.528
Cl: 0.894 -1.779 2.758
C: -0.882 -4.485 -2.025
C: 2.384 0.999 -0.927
C: -0.854 -0.086 -4.081
H: -4.086 0.260 -3.131
H: 0.752 -0.251 -2.700
C: -1.796 -5.388 -1.463
H: -0.353 -4.769 -2.924
O: 2.837 1.275 1.900
C: -2.229 -3.862 0.277
H: -3.682 -1.741 4.144
C: 0.945 2.790 -0.582
Br: -3.025 0.068 -5.905
C: 1.936 3.700 -0.887
C: -2.396 0.106 -1.845
W: -0.274 0.137 0.405

Computed properties:
HOMO-LUMO gap (eV): 5.4082
Charge: +3
DFT total energy (Ha): -5148.07178
Relative energy (zero: lowest compared OMol25 entry of this formula, charge and spin) (kcal/mol): 11.8
Largest force on an atom (eV/Å): 1.5
E_HOMO (eV): -17.4
Spin multiplicity: 1